ORCA calculation (wB97M-V/def2-TZVPD) on a cluster of 6 separate species, C11H34O6 in total.

```
51
Properties=species:S:1:pos:R:3:lowdin_charge:R:1
C 0.30 -1.82 -3.06 -0.0807
C 0.91 -1.42 -4.43 -0.2931
O 0.10 -0.42 -5.01 -0.0760
H -0.69 -2.18 -3.17 0.0656
H 0.29 -1.05 -2.34 0.0085
H 0.85 -2.59 -2.51 0.0815
H 1.07 -2.29 -5.07 0.1089
H 1.89 -0.94 -4.18 0.1075
H 0.48 -0.24 -5.86 0.0683
C 1.36 -0.74 0.71 -0.0601
C -0.11 -1.06 0.79 -0.2602
O -0.71 0.17 1.20 -0.1118
H 1.88 -1.58 0.26 0.0816
H 1.90 -0.51 1.64 0.0767
H 1.55 0.05 0.04 0.0348
H -0.33 -1.79 1.53 0.0893
H -0.49 -1.41 -0.18 0.1020
H -0.93 0.70 0.40 0.0386
C 1.85 1.87 -2.32 -0.0761
C 1.92 2.48 -0.93 -0.3437
O 3.19 2.26 -0.41 -0.0657
H 0.87 1.89 -2.84 0.0732
H 2.18 0.80 -2.29 0.0759
H 2.54 2.26 -3.04 0.0620
H 1.12 2.12 -0.27 0.0872
H 1.79 3.56 -1.06 0.1140
H 3.30 2.68 0.45 0.0875
C -3.09 -2.73 2.18 -0.0728
C -3.74 -1.47 1.52 -0.3121
O -4.94 -1.16 2.20 -0.0575
H -2.12 -3.07 1.82 0.0536
H -3.80 -3.54 2.09 0.0658
H -2.93 -2.53 3.23 0.0666
H -3.88 -1.72 0.42 0.1161
H -3.01 -0.72 1.53 0.0671
H -5.04 -0.22 2.31 0.0781
C 2.23 0.57 4.46 -0.0682
C 1.64 1.59 3.50 -0.3160
O 0.23 1.41 3.39 -0.0710
H 1.97 0.78 5.48 0.0653
H 3.30 0.78 4.46 0.0716
H 1.96 -0.41 4.16 0.0586
H 2.01 1.36 2.51 0.0715
H 1.84 2.63 3.64 0.1017
H 0.07 1.07 2.54 -0.0037
C -1.85 0.72 -1.67 -0.1415
O -1.57 1.79 -0.80 -0.1473
H -2.22 -0.14 -1.12 0.0736
H -0.90 0.65 -2.25 0.0684
H -2.66 0.89 -2.46 0.1088
H -1.62 2.69 -1.19 0.1280
```

Output
SMILES string: CCO.CCO.CCO.CCO.CCO.CO
HOMO-LUMO gap in eV: 10.06
Highest occupied orbital energy in eV: -9.6
Relative energy (zero: lowest compared OMol25 entry of this formula, charge and spin) in kJ/mol: 295.52

ORCA calculation (wB97M-V/def2-TZVPD) on a cluster of 4 separate species, C8H16Br8 in total.

```
32
Properties=species:S:1:pos:R:3:lowdin_charge:R:1
Br -1.01 -0.36 3.16 0.4627
C -0.94 -0.43 1.17 -0.7215
C 0.53 -0.64 0.64 -0.6994
Br 0.43 -0.42 -1.37 0.3375
H -1.27 0.57 0.89 0.0178
H -1.70 -1.13 0.82 0.0348
H 0.96 -1.59 0.95 0.0221
H 1.19 0.16 0.98 0.0123
Br -1.50 2.32 -3.40 0.5332
C -1.38 1.32 -5.11 -0.6428
C -0.27 0.26 -4.97 -0.6771
Br 0.02 -0.83 -6.65 0.4838
H -1.17 2.05 -5.89 0.0450
H -2.40 0.94 -5.22 0.0419
H -0.50 -0.43 -4.16 -0.0108
H 0.70 0.70 -4.75 0.0162
Br 6.14 1.77 -3.75 0.4857
C 5.17 1.21 -2.06 -0.6094
C 3.76 0.78 -2.45 -0.6622
Br 3.66 -0.53 -3.98 0.5069
H 5.28 2.01 -1.33 0.0559
H 5.70 0.39 -1.56 0.0542
H 3.16 1.65 -2.69 0.0558
H 3.32 0.27 -1.60 0.0087
Br -2.58 -3.48 6.37 0.5378
C -3.13 -1.61 5.97 -0.7150
C -3.86 -0.97 7.17 -0.6032
Br -4.25 0.96 6.62 0.5079
H -3.80 -1.54 5.11 0.0471
H -2.21 -1.07 5.74 -0.0181
H -3.17 -0.99 8.02 0.0510
H -4.87 -1.32 7.34 0.0413
```

Output
HOMO-LUMO gap (alpha / beta) in eV: 2.34 / 8.12
Highest occupied orbital energy (alpha / beta) in eV: -0.2 / -6.0
Spin multiplicity: 2
Charge: -1

ORCA calculation (wB97M-V/def2-TZVPD) on a cluster of 5 separate species, H10O5 in total.

```
15
Properties=species:S:1:pos:R:3:lowdin_charge:R:1
O 1.04 2.43 1.40 -0.0528
H 0.67 1.60 1.08 -0.0208
H 0.82 3.07 0.73 0.0279
O 0.10 0.10 -0.02 -0.0439
H -0.36 -0.73 0.09 0.0424
H -0.58 0.72 -0.26 0.0212
O -0.16 -2.84 1.41 -0.0427
H 0.77 -2.92 1.65 0.0418
H -0.63 -3.27 2.12 0.0359
O -2.32 1.84 -1.09 -0.0358
H -2.86 1.05 -1.05 0.0425
H -2.29 2.07 -2.02 0.0463
O 2.32 -1.05 -1.31 -0.0618
H 1.70 -0.58 -0.76 -0.0248
H 1.77 -1.50 -1.96 0.0247
```

Output
SMILES string: O.O.O.O.O
HOMO-LUMO gap in eV: 11.09
Highest occupied orbital energy in eV: -10.8
Relative energy (zero: lowest compared OMol25 entry of this formula, charge and spin) in kJ/mol: 89.26

ORCA calculation (wB97M-V/def2-TZVPD) on a structure of composition C21H38AsN3O5SW.

```
70
Properties=species:S:1:pos:R:3:lowdin_charge:R:1
W 0.20 0.01 0.39 1.6551
C -3.81 -2.78 -0.42 -0.0322
N -2.36 -2.67 -0.57 -0.1612
C -1.91 -2.71 -1.96 -0.0417
C -1.74 -1.70 0.21 -0.6072
O -0.33 -1.82 0.22 -0.2682
C -2.14 -1.67 1.70 -0.0536
O -1.29 -0.64 2.27 -0.2396
C -1.95 0.53 2.74 -0.0792
C -1.14 1.72 2.25 -0.3593
O 0.06 1.44 1.85 -0.1849
N -1.60 2.93 2.25 -0.0794
C -2.93 3.26 2.79 0.0295
C -0.82 4.05 1.73 0.0365
H -4.15 -3.60 -1.05 0.1036
H -4.33 -1.87 -0.75 0.1018
H -4.08 -3.01 0.60 0.0911
H -2.19 -3.67 -2.38 0.1044
H -0.83 -2.62 -2.01 0.0903
H -2.38 -1.92 -2.56 0.0818
H -1.91 -2.61 2.18 0.1553
H -3.19 -1.41 1.84 0.1320
H -1.95 0.54 3.84 0.1635
H -2.97 0.58 2.37 0.1386
H -3.27 2.50 3.49 0.0974
H -3.64 3.37 1.97 0.1191
H -2.85 4.20 3.32 0.1146
H 0.01 3.68 1.13 0.0866
H -0.45 4.65 2.56 0.1176
H -1.48 4.66 1.11 0.1150
C 1.84 0.87 -3.17 -0.0083
C 2.39 0.83 -1.76 -0.6028
C 2.50 2.21 -1.14 -0.0188
C 3.69 0.06 -1.69 -0.0135
O 1.42 0.05 -0.95 -0.3535
H 2.54 1.40 -3.81 0.1093
H 0.88 1.39 -3.20 0.0778
H 1.71 -0.14 -3.57 0.1010
H 3.32 2.76 -1.61 0.1100
H 2.72 2.14 -0.07 0.0805
H 1.58 2.78 -1.29 0.0800
H 4.43 0.53 -2.33 0.1094
H 3.55 -0.97 -2.03 0.0988
H 4.09 0.04 -0.67 0.0673
C 2.80 -2.61 1.16 -0.2227
As 2.04 -1.02 1.95 1.1544
C 1.35 -1.60 3.65 -0.2276
C 3.53 0.18 2.40 -0.2799
C 4.50 -0.49 3.33 -0.3258
C 4.39 -0.33 4.70 -0.0633
C 5.28 -0.96 5.56 -0.0593
C 6.29 -1.76 5.04 -0.0595
C 6.41 -1.92 3.67 -0.0569
C 5.53 -1.28 2.82 -0.0594
H 3.45 -3.10 1.88 0.0476
H 3.37 -2.34 0.27 0.0321
H 1.98 -3.27 0.88 0.0409
H 2.17 -2.01 4.24 0.0461
H 0.60 -2.37 3.49 0.0402
H 0.90 -0.76 4.18 0.0401
H 3.08 1.07 2.84 0.0837
H 4.00 0.47 1.46 0.0609
H 3.61 0.31 5.11 0.1150
H 5.19 -0.82 6.63 0.1138
H 6.98 -2.25 5.71 0.1148
H 7.21 -2.52 3.27 0.1147
H 5.64 -1.39 1.74 0.1140
O -0.62 1.64 -0.91 -0.6456
S -1.73 0.70 -1.46 0.9839
N -1.86 -0.20 -0.12 -0.3665
```

Output
HOMO-LUMO gap (alpha / beta) in eV: 7.32 / 6.58
Highest occupied orbital energy (alpha / beta) in eV: -13.7 / -13.7
Spin multiplicity: 3
Relative energy (zero: lowest compared OMol25 entry of this formula, charge and spin) in kJ/mol: 135.49
Charge: +2

ORCA calculation (wB97M-V/def2-TZVPD) on a structure of composition C35H40N5O3SiZr.

```
85
Properties=species:S:1:pos:R:3:lowdin_charge:R:1
Zr 11.73 10.54 14.19 1.8253
C 7.13 11.37 14.66 -0.0047
C 8.56 10.96 14.82 -0.2608
N 9.33 10.70 13.83 -0.0389
N 8.84 10.81 12.55 0.0899
C 9.79 10.61 11.71 -0.4506
O 11.01 10.42 12.09 -0.2333
C 9.46 10.63 10.25 -0.1410
C 8.16 10.56 9.78 -0.0342
C 7.87 10.63 8.43 -0.0631
C 8.90 10.78 7.50 -0.0692
C 10.20 10.83 7.94 -0.0746
C 10.48 10.77 9.30 -0.0201
C 9.20 10.83 16.12 -0.2344
C 8.55 11.36 17.20 0.0104
C 9.16 11.24 18.44 -0.0150
C 10.38 10.62 18.52 -0.0121
C 10.99 10.11 17.38 -0.0793
N 10.40 10.21 16.18 0.0116
H 6.79 11.18 13.65 0.0687
H 6.99 12.45 14.81 0.1063
H 6.49 10.83 15.37 0.0967
H 7.33 10.45 10.47 0.1089
H 6.83 10.55 8.14 0.1095
H 8.68 10.84 6.44 0.1084
H 11.00 10.89 7.23 0.1083
H 11.50 10.81 9.60 0.1022
H 7.58 11.86 17.13 0.1305
H 8.70 11.65 19.33 0.1272
H 10.89 10.50 19.46 0.1179
H 11.97 9.64 17.41 0.0909
N 11.65 12.72 13.33 -0.0545
C 12.51 13.71 14.06 -0.0864
C 12.88 13.09 15.47 -0.5783
O 13.48 13.77 16.25 0.1120
O 12.45 11.85 15.62 -0.2474
H 11.92 12.60 12.34 0.1111
H 10.68 13.04 13.31 0.1081
H 11.99 14.66 14.20 0.1277
H 13.46 13.85 13.53 0.1324
C 13.81 10.36 13.43 -0.3527
Si 14.40 8.78 14.15 0.5751
C 13.16 7.55 13.44 -0.2290
N 11.76 7.93 13.77 -0.2307
C 11.33 7.18 14.99 -0.1968
C 9.87 6.78 14.95 -0.1838
C 9.61 5.74 13.85 -0.1644
C 10.51 6.10 12.63 -0.1504
C 10.84 7.58 12.65 -0.2056
C 16.11 8.11 13.79 -0.2352
C 16.45 7.51 12.58 -0.0966
C 17.72 7.02 12.36 -0.0873
C 18.68 7.07 13.35 -0.0740
C 18.34 7.59 14.60 -0.0596
C 17.06 8.11 14.81 -0.0795
C 14.21 8.86 16.00 -0.2847
C 14.50 10.02 16.72 -0.1078
C 14.55 10.04 18.11 -0.0711
C 14.24 8.90 18.83 -0.0792
C 13.97 7.72 18.14 -0.0627
C 13.97 7.71 16.74 -0.1140
H 13.87 10.33 12.33 0.0291
H 14.40 11.22 13.75 0.0193
H 13.37 6.54 13.75 0.0871
H 13.30 7.59 12.36 0.0927
H 11.60 7.73 15.90 0.0833
H 11.91 6.24 15.05 0.1227
H 9.28 7.68 14.78 0.0965
H 9.55 6.39 15.91 0.1170
H 8.55 5.75 13.59 0.1128
H 9.82 4.75 14.23 0.1082
H 10.03 5.83 11.68 0.1248
H 11.44 5.52 12.65 0.1117
H 9.89 8.14 12.78 0.1127
H 11.30 7.92 11.73 0.1185
H 15.71 7.44 11.79 0.0999
H 17.99 6.63 11.40 0.1048
H 19.64 6.65 13.16 0.1025
H 19.07 7.60 15.38 0.0987
H 16.83 8.53 15.77 0.0908
H 14.76 10.93 16.19 0.1014
H 14.84 10.98 18.62 0.1258
H 14.26 8.93 19.90 0.1046
H 13.74 6.80 18.68 0.1134
H 13.78 6.78 16.21 0.1056
```

Output
HOMO-LUMO gap in eV: 7.54
Highest occupied orbital energy in eV: -11.2
Relative energy (zero: lowest compared OMol25 entry of this formula, charge and spin) in kJ/mol: 6.47
Charge: +1

ORCA calculation (wB97M-V/def2-TZVPD) on a cluster of 2 separate species, C6H14N2O2 in total.

```
24
Properties=species:S:1:pos:R:3:lowdin_charge:R:1
C -0.78 -0.38 -3.22 -0.0001
C 1.19 -2.34 -0.59 -0.1018
C -0.04 -0.76 -1.97 -0.4382
O -0.16 -0.01 -0.97 -0.0495
N 0.70 -1.98 -1.89 0.0028
H -1.56 0.38 -3.20 0.0919
H 1.06 -2.49 -2.63 0.1212
H 2.27 -2.50 -0.67 0.0842
H -0.01 0.05 -3.90 0.1019
H -1.15 -1.35 -3.63 0.1001
H 0.72 -1.75 0.33 0.1086
H 0.73 -3.40 -0.43 0.1125
C -1.14 -0.23 2.58 0.0493
C 0.56 2.87 1.10 0.0146
C -0.10 2.07 2.15 -0.4128
O -0.21 2.40 3.35 0.2099
N -0.41 0.81 1.77 0.2120
H -0.23 0.50 0.85 0.0668
H -1.89 -0.56 1.97 0.0749
H 1.59 3.20 1.26 0.1036
H -0.27 -0.86 2.99 0.1533
H -1.55 0.06 3.62 0.1399
H 0.67 2.37 0.09 0.1042
H 0.01 3.90 1.05 0.1506
```

Output
HOMO-LUMO gap (alpha / beta) in eV: 9.82 / 4.66
Highest occupied orbital energy (alpha / beta) in eV: -13.0 / -13.0
Spin multiplicity: 2
Relative energy (zero: lowest compared OMol25 entry of this formula, charge and spin) in kJ/mol: 203.41
Charge: +1